ORCA calculation (ωB97M-V/def2-TZVPD) on a 9-piece molecular cluster, C22H51N10O19S overall.

Properties
- total charge = +1
- energy (eV) = -88248.0194
- highest occupied orbital energy (eV) = -11.589
- HOMO-LUMO gap (eV) = 9.4806

Positions of all 103 atoms, in Å:
C (3.34140, 5.49197, -0.41476)
C (2.87502, 4.38736, 0.15383)
C (1.74794, 3.61798, -0.51247)
O (1.38011, 2.58721, 0.40034)
C (0.38056, 1.79302, -0.25408)
C (-0.50348, 1.09812, 0.77887)
O (-1.84885, 1.13770, 0.32065)
C (-2.52704, 2.31140, 0.72348)
C (-3.55607, 2.77534, -0.33882)
C (-3.93601, 1.60020, -1.25669)
C (0.96983, 0.91149, -1.36316)
C (1.11212, -0.57554, -0.98766)
C (-0.13534, 0.91150, -2.46100)
C (0.14642, -0.06213, -3.56970)
O (1.23602, -0.30566, -3.98593)
N (2.25352, 1.49914, -1.84172)
C (3.51438, 1.04026, -1.15932)
N (4.63152, 0.96672, -2.10523)
C (2.30085, 3.01868, -1.83667)
S (1.64598, 3.76393, -3.35564)
H (2.65926, 6.20677, -0.85551)
H (4.41321, 5.68306, -0.39742)
H (3.22587, 4.02887, 1.11152)
H (0.93709, 4.33812, -0.65557)
H (-0.26774, 2.51735, -0.75504)
H (-0.20055, 0.09975, 1.07516)
H (-0.45444, 1.70680, 1.68036)
H (-2.99360, 2.18096, 1.70149)
H (-1.82911, 3.14436, 0.84423)
H (-3.04668, 3.52362, -0.94459)
H (-4.42668, 3.20066, 0.14368)
H (-4.77078, 1.94742, -1.86396)
H (-4.30235, 0.80239, -0.62349)
H (-3.14396, 1.30127, -1.92943)
H (1.80780, -1.04197, -1.67792)
H (0.16915, -1.09569, -1.05685)
H (1.50858, -0.68562, 0.01087)
H (-1.01198, 0.54002, -1.93503)
H (-0.41244, 1.90571, -2.80339)
H (-0.71983, -0.60606, -3.98686)
H (2.34273, 1.24898, -2.83400)
H (3.46436, 0.06492, -0.69016)
H (3.81084, 1.74133, -0.39178)
H (4.53483, 0.07456, -2.58464)
H (4.54139, 1.65715, -2.84715)
H (3.34414, 3.29530, -1.86548)
H (0.45662, 4.22466, -2.91702)
C (7.22101, 6.92629, 2.22017)
N (6.02560, 6.64212, 1.37822)
O (4.94419, 6.97951, 1.80371)
O (6.23236, 6.08501, 0.30863)
H (6.89243, 7.41793, 3.12807)
H (7.69870, 5.97618, 2.44025)
H (7.87990, 7.56891, 1.64381)
C (2.85186, -4.48407, 1.26730)
N (2.18947, -3.19412, 0.93859)
O (1.20034, -3.22366, 0.22981)
O (2.67951, -2.17792, 1.40665)
H (2.30781, -5.28353, 0.78466)
H (3.86691, -4.42908, 0.89854)
H (2.83253, -4.59965, 2.34337)
C (-6.92734, -0.03572, 1.82681)
N (-6.99575, 1.12585, 0.89999)
O (-7.17400, 2.23141, 1.37029)
O (-6.86249, 0.88008, -0.28669)
H (-7.05643, 0.31635, 2.84015)
H (-7.72399, -0.71841, 1.55008)
H (-5.95418, -0.49727, 1.70024)
C (6.70254, -2.27549, -1.20637)
N (6.03170, -3.45758, -0.59788)
O (4.85411, -3.64710, -0.86043)
O (6.70606, -4.15742, 0.12282)
H (5.98324, -1.74927, -1.82153)
H (7.05671, -1.64720, -0.39445)
H (7.53116, -2.64261, -1.80436)
C (-7.08050, -4.13824, 0.19997)
N (-7.06652, -3.23703, 1.38513)
O (-6.00624, -3.06838, 1.95907)
O (-8.12331, -2.72527, 1.69910)
H (-6.07728, -4.51563, 0.04182)
H (-7.77348, -4.94639, 0.41424)
H (-7.41575, -3.55192, -0.65118)
C (-3.48366, -1.58366, 4.39017)
N (-4.59878, -0.86128, 5.06433)
O (-5.43796, -0.33598, 4.35564)
O (-4.59080, -0.85183, 6.27591)
H (-3.62280, -1.51121, 3.31746)
H (-2.55602, -1.11025, 4.69849)
H (-3.52091, -2.61802, 4.71776)
C (-5.25932, 0.15261, -4.95105)
N (-5.35097, -1.07745, -4.11779)
O (-6.44773, -1.56618, -3.96282)
O (-4.30943, -1.50353, -3.65076)
H (-6.25166, 0.41565, -5.29759)
H (-4.84780, 0.93968, -4.32552)
H (-4.60285, -0.06856, -5.78767)
C (4.40259, -8.58794, 3.02765)
N (3.72994, -7.30046, 2.70362)
O (2.74315, -7.34166, 1.99513)
O (4.22100, -6.29329, 3.17357)
H (3.85962, -9.39145, 2.54444)
H (5.42120, -8.52525, 2.65645)
H (4.38774, -8.70003, 4.10764)

---

ORCA calculation (ωB97M-V/def2-TZVPD) on a 9-piece molecular cluster, C22H52N2O7S7 overall.

Properties
- total charge = 0
- energy relative to the best compared isomer or geometry (same formula, charge and spin) (eV) = 0.810
- energy (eV) = -116809.6279
- highest occupied orbital energy (eV) = -8.186
- HOMO-LUMO gap (eV) = 8.5430

Positions of all 90 atoms, in Å:
C (4.31372, 1.20227, -3.86337)
S (3.12026, -0.16041, -3.60948)
O (3.82243, -1.39541, -4.00483)
C (3.18168, -0.05780, -1.85044)
H (4.00831, 2.13042, -3.39042)
H (4.26615, 1.33581, -4.99039)
H (5.25021, 0.80487, -3.54767)
H (2.74864, -1.02048, -1.57663)
H (2.66738, 0.84528, -1.55899)
H (4.26344, -0.11059, -1.55191)
C (4.88480, 4.38113, 0.59404)
S (3.71302, 4.61069, -0.73351)
O (3.48855, 3.21488, -1.22546)
C (2.34344, 5.03586, 0.29420)
H (5.24166, 5.33592, 0.97225)
H (5.74546, 3.93006, 0.08285)
H (4.48260, 3.66208, 1.32844)
H (2.31302, 4.29838, 1.08765)
H (1.41060, 5.13673, -0.28888)
H (2.45329, 6.06025, 0.69827)
C (-3.84125, -3.48516, 2.76776)
S (-5.27920, -2.94668, 1.81686)
O (-4.77713, -1.67656, 1.26175)
C (-5.25737, -4.17629, 0.57712)
H (-3.69164, -2.66283, 3.43168)
H (-2.97798, -3.62796, 2.11154)
H (-3.99802, -4.35763, 3.30732)
H (-5.33213, -5.09595, 1.05817)
H (-4.31919, -4.10608, 0.01937)
H (-6.12374, -3.97288, -0.10364)
C (-4.32573, 3.27266, -3.50545)
S (-2.96918, 2.77239, -2.46302)
O (-2.88108, 1.30583, -2.61808)
C (-1.68871, 3.47186, -3.58130)
H (-4.66940, 4.30029, -3.24849)
H (-5.05853, 2.44211, -3.37291)
H (-4.05464, 3.26083, -4.55903)
H (-1.87981, 2.98361, -4.51300)
H (-0.69669, 3.18842, -3.18353)
H (-1.73859, 4.59195, -3.43879)
C (-0.53185, 1.98053, 2.19491)
S (1.26815, 1.99222, 2.52889)
O (1.47425, 2.80514, 3.73728)
C (1.32974, 0.25559, 2.91877)
H (-1.13043, 1.67025, 3.05870)
H (-0.69890, 1.27974, 1.38464)
H (-0.84959, 2.97379, 1.84134)
H (0.55627, 0.09660, 3.65820)
H (2.35008, 0.02230, 3.18839)
H (1.02936, -0.22525, 2.01271)
C (2.55303, -4.77182, -1.77211)
S (1.06628, -5.61680, -1.17769)
O (1.08117, -5.44107, 0.30554)
C (-0.16073, -4.45373, -1.81642)
H (2.69117, -4.96861, -2.81400)
H (3.36013, -5.20856, -1.26086)
H (2.42610, -3.70284, -1.60046)
H (0.11705, -3.47327, -1.45463)
H (-1.11390, -4.83402, -1.43557)
H (-0.07093, -4.49434, -2.90219)
C (-5.62689, 3.40030, 2.16023)
S (-5.84922, 2.74368, 0.53322)
O (-5.34897, 3.81194, -0.42268)
C (-4.54459, 1.53676, 0.65347)
H (-4.57048, 3.39765, 2.29610)
H (-6.07388, 2.72413, 2.86117)
H (-6.02331, 4.43592, 2.28791)
H (-4.69752, 1.04990, 1.57228)
H (-3.57847, 2.15388, 0.64832)
H (-4.55020, 0.80208, -0.15683)
N (4.29427, -1.78990, 2.98791)
C (3.45243, -2.85320, 3.06932)
C (3.32226, -3.41067, 1.84941)
C (4.21277, -2.65876, 0.95028)
C (4.79304, -1.64882, 1.70512)
H (4.73528, -1.30340, 3.78338)
H (2.98689, -3.08947, 4.03603)
H (2.64797, -4.22408, 1.66403)
H (4.37173, -2.74392, -0.08941)
H (5.55316, -0.90981, 1.50424)
N (-1.23493, -0.44529, -0.39797)
C (-1.54322, -1.45756, 0.49190)
C (-0.36360, -2.15190, 0.78489)
C (0.71879, -1.46099, 0.10096)
C (0.09007, -0.47656, -0.64911)
H (-1.87462, 0.11162, -0.91250)
H (-2.43650, -1.73821, 0.99562)
H (-0.07477, -2.97173, 1.47420)
H (1.76811, -1.66462, 0.30783)
H (0.53933, 0.22331, -1.31477)